DFT (ωB97M-V/def2-TZVPD) results for a structure of composition C11H12HoN2O4Se.

Structure (ORCA input):
```
! RIJCOSX wB97M-V def2-TZVPD def2/J DEFGRID3
* xyz 3 5
Ho 0.757 -2.562 -1.042
O -1.851 -0.465 0.929
C -0.975 -0.947 0.317
C 2.691 -1.087 -1.795
O 3.602 -0.585 -2.200
C -0.515 -0.824 -2.528
O -1.072 -0.161 -3.275
C 1.666 -1.630 1.293
O 2.147 -1.416 2.320
C 0.266 -5.094 -1.307
H 0.217 -5.352 -0.253
H -0.686 -4.980 -1.819
C 1.450 -4.918 -1.943
H 1.500 -4.651 -2.993
H 2.394 -5.025 -1.422
C -1.538 2.906 -1.322
N -1.312 2.651 0.091
C -2.091 3.179 1.109
C -1.457 2.920 2.270
N -0.287 2.242 1.948
C 0.776 1.901 2.874
C -0.220 2.005 0.603
Se 0.827 0.649 -0.383
H -2.469 3.483 -1.446
H -1.596 1.959 -1.889
H -0.691 3.500 -1.711
H -3.004 3.682 0.947
H -1.700 3.151 3.275
H 1.024 2.793 3.471
H 0.471 1.100 3.567
H 1.674 1.579 2.313
*
```

## Properties
- HOMO level (alpha / beta): -0.666 / -0.666 Eh
- Frontier orbital gap (alpha / beta): 5.39 / 5.09 eV

---

DFT (ωB97M-V/def2-TZVPD) results for a cluster of 2 separate species, C11H12INO in total.

Structure (ORCA input):
```
! RIJCOSX wB97M-V def2-TZVPD def2/J DEFGRID3
* xyz 0 1
O 1.333 -1.041 3.074
N 0.663 -0.332 2.393
C -0.003 0.166 1.562
C -0.696 1.092 0.757
C -1.893 0.692 0.270
C -2.713 1.640 -0.360
C -2.229 2.869 -0.607
C -1.095 3.364 0.034
C -0.453 2.478 0.865
H -2.114 -0.357 0.264
H -3.744 1.265 -0.405
H -2.824 3.483 -1.337
H -0.715 4.267 -0.319
H 0.356 2.904 1.473
C 2.275 -2.544 0.142
C 1.245 -1.689 -0.640
C 0.113 -2.481 -1.219
C 1.387 -0.416 -0.928
I 3.013 0.869 -0.142
H 2.873 -1.807 0.681
H 2.798 -3.117 -0.525
H 1.625 -3.126 0.874
H -0.232 -2.117 -2.256
H -0.568 -2.637 -0.395
H 0.608 -3.490 -1.438
H 0.989 0.066 -1.819
*
```

## Properties
- HOMO level: -0.318 Eh
- Frontier orbital gap: 9.04 eV

---

Record-wise max |F| values, in Eh/bohr: 0.086, 0.107